Entry w
Here is a cluster of 2 separate species, C3H11N3 in total from the Open Molecules 2025 dataset. Energies are from the ωB97M-V functional and the def2-TZVPD basis.

Positions of all 17 atoms, in Å:
1 N 1.85 -0.16 -1.41
2 N -0.17 0.30 1.93
3 N -0.06 -1.84 1.02
4 C -1.10 1.43 -0.61
5 C -0.07 -0.46 0.75
6 C -0.64 0.02 -0.41
7 H -0.27 2.13 -0.54
8 H -1.58 1.55 -1.59
9 H -0.79 -0.66 -1.24
10 H 1.63 -0.97 -1.99
11 H 0.06 -2.42 0.20
12 H 1.48 -0.33 -0.31
13 H 1.85 0.68 -1.99
14 H -1.83 1.71 0.16
15 H -0.85 -2.14 1.58
16 H 0.42 -0.12 2.64
17 H 0.08 1.27 1.79

Properties
highest occupied orbital energy	-7.18	eV
LUMO energy	0.83	eV
SMILES string	CC=C(N)N.N

=====

Entry x
Here is a cluster of 2 separate species, C3H11N3 in total from the Open Molecules 2025 dataset. Energies are from the ωB97M-V functional and the def2-TZVPD basis.

Positions of all 17 atoms, in Å:
1 N 0.90 2.25 -0.48
2 N -1.12 -2.40 -0.22
3 N 1.06 -2.26 -0.85
4 C -0.56 2.34 1.46
5 C 0.11 -2.44 0.14
6 C -0.48 2.02 -0.02
7 H 1.98 -2.66 -0.85
8 H 0.59 -2.11 -1.73
9 H 1.13 3.24 -0.48
10 H -1.11 2.62 -0.68
11 H 0.12 1.63 1.94
12 H -0.33 3.42 1.51
13 H -0.71 0.99 -0.28
14 H 1.02 1.84 -1.39
15 H 0.51 -2.96 1.03
16 H -1.68 -2.89 0.47
17 H -1.52 2.14 1.92

Properties
highest occupied orbital energy	-8.87	eV
LUMO energy	1.08	eV
SMILES string	[H]/N=C/N.CCN

=====

Entry y
Here is a cluster of 2 separate species, C3H11N3 in total from the Open Molecules 2025 dataset. Energies are from the ωB97M-V functional and the def2-TZVPD basis.

Positions of all 17 atoms, in Å:
1 N -1.65 -0.52 0.55
2 N 2.23 -0.87 -0.44
3 N 0.85 1.24 -1.16
4 C 2.12 0.34 -1.18
5 C -2.45 0.15 -0.20
6 C -1.58 -0.45 2.17
7 H -2.37 -1.21 2.62
8 H 2.38 0.15 -2.23
9 H -2.72 -0.33 -1.09
10 H 0.22 1.03 -1.90
11 H 3.12 -1.34 -0.50
12 H -0.46 -0.57 2.38
13 H 0.39 0.91 -0.34
14 H -1.85 0.59 2.50
15 H 1.35 -1.37 -0.40
16 H 2.96 0.97 -0.89
17 H -2.54 1.27 0.11

Properties
highest occupied orbital energy	-8.55	eV
LUMO energy	0.75	eV
SMILES string	C=NC.NCN

=====

Relative energies with respect to the most stable structure, expressed in kJ/mol: entry w 114.0; entry x 0.0; entry y 234.2.

=====

Entry w
Here is a cluster of 2 separate species, C3H11N3 in total from the Open Molecules 2025 dataset. Energies are from the ωB97M-V functional and the def2-TZVPD basis.

Positions of all 17 atoms, in Å:
1 N -1.95 -0.07 -0.35
2 N 2.40 0.38 -1.02
3 N -2.71 -1.58 1.34
4 C 2.54 1.20 -1.99
5 C -1.59 -1.26 0.49
6 C 2.34 0.96 0.33
7 H -2.21 0.55 0.41
8 H -2.78 -0.26 -0.89
9 H -2.68 -2.34 1.99
10 H -0.59 -1.14 0.99
11 H 3.36 1.91 -1.83
12 H 1.27 1.07 0.56
13 H -1.39 -2.15 -0.11
14 H 1.84 1.44 -2.80
15 H 2.72 1.94 0.45
16 H -3.46 -0.93 1.45
17 H 2.88 0.29 0.97

Properties
highest occupied orbital energy	-8.34	eV
LUMO energy	0.69	eV
SMILES string	C=NC.NCN

=====

Entry x
Here is a cluster of 2 separate species, C3H11N3 in total from the Open Molecules 2025 dataset. Energies are from the ωB97M-V functional and the def2-TZVPD basis.

Positions of all 17 atoms, in Å:
1 N 2.35 -1.45 0.91
2 N -2.09 0.31 -1.02
3 N 1.50 0.41 -0.52
4 C 1.28 -0.51 0.58
5 C -2.46 -0.69 -0.37
6 C -1.68 1.53 -0.33
7 H -2.99 -1.47 -0.92
8 H 1.73 0.03 -1.43
9 H -2.11 1.53 0.68
10 H 2.55 -2.06 0.13
11 H -2.28 -0.86 0.70
12 H 3.18 -0.95 1.17
13 H -2.05 2.39 -0.89
14 H 0.35 -1.03 0.37
15 H -0.60 1.52 -0.16
16 H 1.20 0.13 1.45
17 H 2.14 1.18 -0.36

Properties
highest occupied orbital energy	-8.91	eV
LUMO energy	1.08	eV
SMILES string	C=NC.NCN

=====

Entry y
Here is the molecule C3H11N3 from the Open Molecules 2025 dataset. Energies are from the ωB97M-V functional and the def2-TZVPD basis.

Positions of all 17 atoms, in Å:
1 N 0.96 -0.13 0.93
2 N 0.90 -1.60 0.59
3 N -0.27 0.48 0.70
4 C -2.37 0.39 -0.57
5 C 2.04 0.55 0.25
6 C -0.85 0.29 -0.63
7 H -0.44 1.05 -1.29
8 H -2.79 0.39 -1.57
9 H 1.94 1.62 0.45
10 H 2.03 0.39 -0.84
11 H 1.33 -1.80 -0.32
12 H 2.98 0.20 0.66
13 H -0.56 -0.73 -0.99
14 H -0.91 0.11 1.41
15 H -2.79 -0.45 -0.02
16 H -2.66 1.31 -0.07
17 H 1.46 -2.06 1.31

Properties
highest occupied orbital energy	-8.73	eV
LUMO energy	1.14	eV
SMILES string	CCNN(C)N

=====

Entry z
Here is a cluster of 2 separate species, C3H11N3 in total from the Open Molecules 2025 dataset. Energies are from the ωB97M-V functional and the def2-TZVPD basis.

Positions of all 17 atoms, in Å:
1 N 2.09 -0.44 0.14
2 N -1.98 1.07 -0.52
3 N -3.69 0.29 0.97
4 C 2.78 0.61 0.38
5 C -2.62 -0.12 0.07
6 C 2.94 -1.43 -0.53
7 H -1.27 0.82 -1.20
8 H 3.85 0.73 0.41
9 H 2.15 1.50 0.45
10 H -3.02 -0.76 -0.74
11 H 2.38 -2.35 -0.80
12 H -4.16 0.99 0.40
13 H -3.34 0.92 1.69
14 H -1.53 1.70 0.14
15 H -1.86 -0.73 0.53
16 H 3.41 -1.13 -1.47
17 H 3.87 -1.68 0.07

Properties
highest occupied orbital energy	-9.14	eV
LUMO energy	0.89	eV
SMILES string	C=NC.NCN

=====

Relative energies with respect to the most stable structure, expressed in kJ/mol: entry w 177.6; entry x 0.0; entry y 59.2; entry z 49.4.

=====

Entry w
Here is the molecule C6H6N4O from the Open Molecules 2025 dataset. Energies are from the ωB97M-V functional and the def2-TZVPD basis.

Positions of all 17 atoms, in Å:
1 O -1.38 2.54 -0.42
2 N 0.39 -0.97 0.31
3 N -0.16 0.77 -1.22
4 N -0.06 1.00 -2.60
5 N 0.72 -1.01 -2.11
6 C -0.77 1.51 -0.22
7 C -0.08 -0.23 1.39
8 C 0.51 -0.07 -3.13
9 C -0.70 0.98 1.13
10 C -0.01 -0.83 2.80
11 C 0.33 -0.49 -0.91
12 H 0.83 -0.16 -4.15
13 H -0.37 -0.11 3.54
14 H -0.59 -1.73 2.80
15 H 1.47 -1.71 -2.14
16 H 1.03 -1.09 3.04
17 H -1.17 1.60 1.89

Properties
highest occupied orbital energy	-8.44	eV
LUMO energy	0.51	eV
SMILES string	Cc1cc(=O)n2nc[nH]c2n1

=====

Entry x
Here is the molecule C6H6N4O from the Open Molecules 2025 dataset. Energies are from the ωB97M-V functional and the def2-TZVPD basis.

Positions of all 17 atoms, in Å:
1 O -0.47 2.61 0.00
2 N -2.25 0.45 0.05
3 N 0.75 -1.23 -0.10
4 N -1.58 -1.80 -0.03
5 N -0.78 0.32 -0.02
6 C -0.53 -0.97 0.11
7 C -2.58 -0.79 -0.04
8 C 3.28 -0.69 0.05
9 C -0.08 1.49 0.01
10 C 1.84 -0.26 -0.08
11 C 1.44 1.03 -0.05
12 H 2.23 1.83 0.06
13 H 3.20 -1.56 -0.52
14 H 1.11 -2.31 -0.01
15 H -3.66 -1.17 0.23
16 H 3.72 0.33 -0.31
17 H 3.84 -1.02 1.19

Properties
highest occupied orbital energy	-9.18	eV
LUMO energy	0.31	eV
SMILES string	Cc1cc(=O)n2ncnc2[nH]1

=====

Relative energies with respect to the most stable structure, expressed in kJ/mol: entry w 0.0; entry x 242.2.

=====

Entry w
Here is the molecule C2H3BrO3S from the Open Molecules 2025 dataset. Energies are from the ωB97M-V functional and the def2-TZVPD basis.

Positions of all 10 atoms, in Å:
1 Br -2.86 0.94 -0.01
2 S -1.23 -1.83 0.04
3 O -1.03 -2.32 -1.27
4 O 0.24 -1.67 0.99
5 O -2.20 -2.40 0.90
6 C 0.41 -0.36 1.15
7 C -1.21 0.00 -0.36
8 H -0.93 0.29 -1.32
9 H -0.10 0.00 2.02
10 H 1.34 0.06 0.80

Properties
highest occupied orbital energy (alpha / beta)	-9.61 / -9.61	eV
LUMO energy (alpha / beta)	-0.68 / -0.68	eV

=====

Entry x
Here is a structure of composition C2H3BrO3S from the Open Molecules 2025 dataset. Energies are from the ωB97M-V functional and the def2-TZVPD basis.

Positions of all 10 atoms, in Å:
1 Br 1.48 -1.77 -0.10
2 S 0.73 0.96 -0.18
3 O -0.25 0.80 1.17
4 O 2.11 1.07 0.25
5 O 0.27 2.00 -1.06
6 C 0.11 -0.57 -0.48
7 C -0.89 -0.36 0.67
8 H -1.81 -0.23 0.16
9 H -0.91 -1.02 1.52
10 H -0.84 -0.88 -1.96

Properties
highest occupied orbital energy	-10.82	eV
LUMO energy	-1.30	eV

=====

Relative energies with respect to the most stable structure, expressed in kJ/mol: entry w 0.0; entry x 72.3.